Record 1
Formula: C8H8Br15FO3
Source: the Open Molecules 2025 dataset
Level of theory: ωB97M-V/def2-TZVPD

Results
- total charge = +1
- F_max (eV/Å) = 5.38
- ⟨S²⟩ = 0.7567
- multiplicity = 2
- gap between HOMO and LUMO (spin up / spin down) (Ha) = 0.296 / 0.107
- HOMO level (spin up / spin down) (Eh) = -0.462 / -0.462

Geometry as XYZ:
```
35
C8H8Br15FO3 ωB97M-V/def2-TZVPD
Br 0.59 -2.81 1.38
Br 0.73 -2.85 -2.88
Br 4.10 3.16 5.40
Br 1.31 0.38 2.97
Br -3.57 2.93 0.14
Br 3.62 -3.40 2.56
Br 2.47 0.00 -0.09
Br 6.01 1.77 3.17
Br 4.25 4.51 2.45
Br 3.69 -1.65 -3.68
Br 2.61 -5.04 -0.09
Br 0.84 2.71 0.80
Br -2.35 0.56 1.94
Br -4.50 2.69 3.38
Br 0.93 -0.49 -5.19
F -1.12 0.03 -1.44
O -4.56 -1.29 0.17
O -4.15 0.22 -1.58
O -2.79 -1.42 -1.15
C 2.52 -3.35 0.88
C 4.33 2.78 3.46
C -3.91 1.74 1.77
C -2.06 -0.65 -2.05
C 1.07 0.76 1.00
C 1.72 -1.25 -3.54
C -3.86 -0.85 -0.74
C -3.17 0.28 -2.57
H 0.13 0.27 0.73
H 1.52 -0.42 -2.87
H -2.90 1.32 -2.78
H -1.67 -1.17 -2.92
H 2.97 -2.64 0.19
H -4.72 1.04 1.57
H -3.55 -0.12 -3.51
H 3.44 2.25 3.10
```



Record 2
Formula: C16H12Br4N4O3STi
Source: the Open Molecules 2025 dataset
Level of theory: ωB97M-V/def2-TZVPD

Results
- F_max (eV/Å) = 0.79
- relative energy (zero: lowest compared OMol25 entry of this formula, charge and spin) (kJ/mol) = 75.0
- gap between HOMO and LUMO (Ha) = 0.257
- HOMO level (Eh) = -0.297

Geometry as XYZ:
```
41
C16H12Br4N4O3STi ωB97M-V/def2-TZVPD
Br -2.40 6.43 -1.49
Br -1.30 4.76 1.20
Br -1.56 1.65 -4.56
Br -2.55 4.85 -4.40
Ti 0.25 0.29 -0.18
S 2.37 1.45 -0.49
O -0.58 1.89 0.43
O -0.94 -1.52 2.11
O -0.63 0.69 -1.80
N 1.61 -0.62 1.16
N 0.21 -1.84 -0.61
N 2.37 0.22 1.93
N 3.50 2.19 1.81
C 0.82 -2.61 0.32
C -1.52 2.63 -2.96
C -2.57 -0.05 1.21
C -1.87 4.63 -1.64
C 0.72 -3.99 0.28
C -1.17 -0.63 1.33
C -0.01 -4.59 -0.73
C 1.60 -1.88 1.34
C -1.06 1.98 -1.83
C 2.34 -2.59 2.42
C -1.00 2.64 -0.60
C -1.40 3.96 -0.50
C -1.93 3.96 -2.86
C 2.74 1.25 1.22
C -0.62 -3.79 -1.69
C -0.48 -2.42 -1.59
H -1.19 -4.22 -2.50
H 3.60 2.17 2.81
H -2.82 0.12 0.16
H -0.11 -5.66 -0.77
H 3.63 3.07 1.33
H 1.62 -3.10 3.07
H 3.02 -3.34 2.01
H -0.94 -1.74 -2.31
H 1.20 -4.59 1.04
H -3.30 -0.70 1.68
H 2.90 -1.87 3.01
H -2.57 0.93 1.69
```



Record 3
Formula: C15H43F3N4O8S
Source: the Open Molecules 2025 dataset
Level of theory: ωB97M-V/def2-TZVPD

Results
- F_max (eV/Å) = 3.41
- relative energy (zero: lowest compared OMol25 entry of this formula, charge and spin) (kJ/mol) = 0.0
- gap between HOMO and LUMO (Ha) = 0.346
- HOMO level (Eh) = -0.338

Geometry as XYZ:
```
74
C15H43F3N4O8S ωB97M-V/def2-TZVPD
S -2.41 -3.62 1.83
F -4.12 -3.33 3.92
F -3.25 -1.45 3.05
F -4.82 -2.52 1.98
O 0.60 0.75 1.95
O -1.43 -3.90 2.89
O 0.04 1.59 -1.43
O -3.69 1.40 -0.60
O 0.73 -2.28 3.09
O -3.04 -4.87 1.34
O 5.76 -0.79 0.12
O -1.81 -2.71 0.82
N 0.22 -1.24 -0.21
N -5.55 4.25 0.61
N 0.34 -0.69 -3.07
N 2.48 -2.60 0.21
C 6.41 0.15 0.93
C 3.88 -2.28 -0.08
C -3.76 -2.63 2.78
C -3.01 0.25 -0.07
C 0.13 -1.06 3.49
C -4.26 2.17 0.35
C 4.39 -0.86 0.38
C -0.68 2.72 -1.06
C 0.75 1.74 -2.61
C 3.86 -2.62 -1.56
C -4.89 3.40 -0.35
C 1.09 0.09 3.08
C 1.37 0.36 -2.95
C -3.88 4.22 -1.19
C 2.24 0.35 -4.23
H -3.65 -0.34 0.58
H 1.95 0.14 -2.05
H 2.47 -2.68 1.22
H -1.44 2.50 -0.30
H 3.05 -0.38 -4.27
H -5.11 1.63 0.77
H -2.66 -0.34 -0.91
H 0.00 -0.79 -1.08
H 3.82 -0.11 -0.17
H -3.41 3.64 -1.97
H 7.46 0.24 0.66
H -5.59 3.06 -1.11
H -0.01 1.40 2.31
H 0.81 -1.48 -3.49
H 2.06 -0.30 2.75
H -4.89 4.36 1.37
H 1.25 0.74 3.94
H 4.83 -2.36 -1.99
H -0.38 -2.01 0.03
H 1.62 0.06 -5.08
H -3.59 2.48 1.15
H 3.07 -2.07 -2.07
H -4.45 4.95 -1.77
H -0.86 -0.89 3.06
H -6.18 3.61 1.06
H 0.25 2.20 -3.46
H -2.16 0.45 0.59
H 4.42 -3.08 0.43
H -1.23 3.05 -1.94
H 0.27 -0.68 0.64
H 2.14 -3.51 -0.08
H 3.77 -3.70 -1.73
H 6.49 -0.20 1.96
H -3.12 4.81 -0.68
H 1.19 -1.52 -0.19
H 6.01 1.16 0.86
H -0.41 -0.56 -3.73
H 1.68 2.30 -2.49
H -0.04 3.59 -0.90
H 0.07 -1.12 4.57
H 2.63 1.34 -4.47
H 4.10 -0.60 1.40
H 0.09 -2.99 3.15
```



Record 4
Formula: C18H19N3O2
Source: the Open Molecules 2025 dataset
Level of theory: ωB97M-V/def2-TZVPD

Results
- structure (SMILES) = CCCn1c(NCc2ccc3c(c2)OCO3)nc2ccccc21
- F_max (eV/Å) = 1.28
- relative energy (zero: lowest compared OMol25 entry of this formula, charge and spin) (kJ/mol) = 164.9
- gap between HOMO and LUMO (Ha) = 0.317
- HOMO level (Eh) = -0.289

Geometry as XYZ:
```
42
C18H19N3O2 ωB97M-V/def2-TZVPD
O 0.01 -5.93 2.27
O 1.67 -4.70 3.28
N -0.35 1.94 -0.56
N 0.70 -0.05 0.35
N 1.87 1.89 -0.26
C -0.07 -0.37 1.55
C 0.89 -2.49 2.48
C 0.14 3.14 -1.04
C -0.11 -1.87 1.73
C 2.34 4.16 -1.22
C -0.17 -4.60 1.98
C 1.72 5.26 -1.78
C 0.83 -3.86 2.60
C -0.47 4.24 -1.61
C 1.16 -6.00 3.08
C -1.10 -2.62 1.12
C 1.54 3.09 -0.84
C 0.34 5.30 -1.98
C -1.73 0.27 -1.73
C -1.25 0.66 -3.12
C -1.69 1.46 -0.77
C -1.15 -4.00 1.24
C 0.75 1.25 -0.12
H 0.37 0.10 2.44
H -2.27 2.28 -1.18
H 1.67 -1.93 2.97
H 1.92 -6.62 2.58
H -1.09 -0.53 -1.34
H -0.10 6.17 -2.43
H -1.28 -0.20 -3.79
H 3.41 4.13 -1.06
H -0.23 1.03 -3.09
H -1.88 1.44 -3.54
H -1.54 4.29 -1.77
H -1.08 0.01 1.43
H 2.32 6.11 -2.08
H 0.90 -6.45 4.05
H -1.93 -4.58 0.76
H -1.86 -2.11 0.54
H 1.65 -0.39 0.44
H -2.15 1.18 0.19
H -2.75 -0.11 -1.78
```



| no. | total energy (Eh) |
| --- | --- |
| 1 | -39244.98167 |
| 2 | -12605.47703 |
| 3 | -2115.93961 |
| 4 | -1012.06859 |